[1]
The following is a DFT calculation (ωB97M-V with the def2-TZVPD basis set) of a cluster of 7 separate species, C21H33BrFN13O8 in total at a distorted geometry.

The LUMO energy is -0.397 eV. The gap between HOMO and LUMO comes out at 8.113 eV. The calculation puts the highest occupied orbital energy at -8.510 eV. As for the total energy: -130830.1435 eV.

```
! RIJCOSX wB97M-V def2-TZVPD def2/J DEFGRID3
* xyz 0 1
N -3.826 -0.569 -0.241
C -2.931 -1.167 0.755
C -1.563 -1.649 0.257
C -1.107 -2.830 0.815
C 0.102 -3.388 0.494
C 0.921 -2.746 -0.410
C 0.501 -1.559 -1.002
C -0.730 -1.013 -0.657
Br -1.219 0.662 -1.461
C 1.445 -0.943 -2.000
O 1.130 -0.292 -2.975
C 2.927 -1.194 -1.741
C 3.805 -0.225 -2.160
C 5.145 -0.430 -1.924
F 6.022 0.492 -2.344
C 5.582 -1.558 -1.268
C 4.690 -2.521 -0.868
C 3.341 -2.350 -1.113
C 2.275 -3.343 -0.741
O 2.466 -4.547 -0.723
H -3.749 0.438 -0.166
H -3.551 -0.807 -1.185
H -2.782 -0.523 1.632
H -3.442 -2.060 1.141
H -1.704 -3.372 1.540
H 0.458 -4.326 0.914
H 3.470 0.682 -2.653
H 6.652 -1.637 -1.090
H 5.058 -3.403 -0.350
N -1.292 1.954 -5.693
C -2.353 2.483 -5.007
N -3.091 3.389 -5.705
O -2.609 2.160 -3.858
H -1.064 2.202 -6.637
H -0.724 1.281 -5.210
H -3.876 3.800 -5.238
H -2.884 3.664 -6.649
N -1.771 -1.536 5.809
C -1.086 -1.889 4.683
N 0.261 -1.776 4.772
O -1.651 -2.277 3.665
H -1.328 -1.211 6.647
H -2.771 -1.605 5.778
H 0.794 -2.025 3.961
H 0.739 -1.452 5.589
N 0.469 4.301 0.796
C 1.068 3.509 1.734
N 0.714 2.194 1.681
O 1.860 3.948 2.555
H -0.182 3.960 0.114
H 0.704 5.276 0.803
H 1.131 1.579 2.353
H 0.068 1.817 1.014
N 0.400 5.519 -6.114
C -0.540 6.189 -6.843
N -0.519 7.547 -6.706
O -1.341 5.618 -7.565
H 1.065 5.970 -5.515
H 0.412 4.519 -6.187
H -1.197 8.071 -7.228
H 0.129 8.038 -6.120
N 1.320 2.539 6.819
C 1.484 1.676 5.775
N 2.459 2.015 4.894
O 0.797 0.669 5.640
H 1.868 3.369 6.946
H 0.606 2.321 7.487
H 2.606 1.404 4.115
H 3.026 2.837 4.977
N -3.378 -7.912 1.627
C -2.574 -6.814 1.765
N -2.645 -6.194 2.983
O -1.849 -6.418 0.871
H -3.982 -8.255 2.349
H -3.351 -8.391 0.746
H -2.070 -5.382 3.121
H -3.236 -6.504 3.730
*
```

---

[2]
The following is a DFT calculation (ωB97M-V with the def2-TZVPD basis set) of a structure of composition C19H43OP3PdSSe at a distorted geometry.

The LUMO energy (alpha / beta) is -10.745 / -15.746 eV. The gap between HOMO and LUMO (alpha / beta) comes out at 7.372 / 4.637 eV. The calculation puts the highest occupied orbital energy (alpha / beta) at -18.117 / -20.383 eV. As for the total energy: -129931.0595 eV. The expectation value of S² is 6.02. The value obtained for the energy above the lowest of the compared OMol25 structures with the same formula, charge and spin is 30.9 kJ/mol.

```
! RIJCOSX wB97M-V def2-TZVPD def2/J DEFGRID3
* xyz 4 5
Pd -0.674 0.295 -0.950
P 0.194 0.982 -3.036
P 1.090 1.538 0.189
P -2.394 1.477 0.141
H -1.746 -2.222 -0.489
C -1.908 -1.395 -1.191
C -1.004 -1.375 -2.272
H -0.058 -1.932 -2.194
C 1.644 -0.051 -3.389
C 0.698 2.721 -3.169
C -0.865 0.840 -4.500
C 1.436 0.915 1.856
C 2.774 1.578 -0.521
C 0.836 3.334 0.440
C -4.087 0.810 0.030
C -2.581 3.148 -0.563
C -2.196 1.751 1.940
H -2.921 -1.006 -1.321
H -1.388 -1.318 -3.299
H 1.302 -1.067 -3.608
H 2.329 -0.103 -2.537
H 2.154 0.367 -4.264
H 1.649 2.943 -2.676
H -0.079 3.378 -2.756
H 0.791 2.917 -4.245
H -0.939 -0.191 -4.850
H -0.427 1.474 -5.281
H -1.868 1.205 -4.257
H 2.027 1.656 2.410
H 2.008 -0.017 1.776
H 0.508 0.720 2.402
H 3.347 2.353 0.008
H 2.768 1.820 -1.587
H 3.258 0.604 -0.372
H 1.746 3.739 0.903
H -0.015 3.538 1.095
H 0.684 3.832 -0.524
H -4.802 1.591 0.330
H -4.193 -0.064 0.685
H -4.295 0.506 -1.003
H -3.550 3.542 -0.228
H -2.570 3.090 -1.659
H -1.772 3.810 -0.234
H -3.124 2.203 2.319
H -1.360 2.428 2.154
H -2.026 0.800 2.462
C -0.620 -1.854 3.807
C -0.918 -1.966 2.432
C -2.252 -1.981 2.030
C -3.285 -1.821 2.955
C -2.982 -1.540 4.291
C -1.652 -1.537 4.716
Se 1.144 -2.180 4.439
H 0.812 -3.592 4.705
H -0.098 -2.102 1.720
H -2.508 -2.114 0.985
H -4.321 -1.916 2.626
H -3.809 -1.341 4.977
H -1.411 -1.325 5.761
C 4.720 -3.064 -1.218
S 3.216 -2.922 -0.229
C 3.805 -3.685 1.296
O 2.999 -1.459 0.055
H 5.030 -4.115 -1.253
H 5.504 -2.440 -0.774
H 4.488 -2.707 -2.228
H 4.693 -3.141 1.641
H 2.996 -3.634 2.036
H 4.052 -4.727 1.066
*
```

---

[3]
The following is a DFT calculation (ωB97M-V with the def2-TZVPD basis set) of a cluster of 13 separate species, C13H52N14O13 in total at a distorted geometry.

The LUMO energy is -0.089 eV. The gap between HOMO and LUMO comes out at 8.082 eV. The calculation puts the highest occupied orbital energy at -8.171 eV. As for the total energy: -61799.1471 eV. The value obtained for the energy above the lowest of the compared OMol25 structures with the same formula, charge and spin is 1252.8 kJ/mol.

```
! RIJCOSX wB97M-V def2-TZVPD def2/J DEFGRID3
* xyz 0 1
C 0.901 0.104 3.143
O 1.084 1.168 3.917
N 1.780 -0.452 2.418
N -0.252 -0.505 3.086
H 2.818 -0.140 2.371
H 1.655 -1.459 2.245
H -1.076 -0.160 3.633
H -0.414 -1.365 2.529
C -4.200 0.967 2.592
O -3.379 0.526 1.647
N -4.850 0.236 3.346
N -4.387 2.176 2.828
H -4.934 -0.798 3.035
H -5.446 0.597 4.168
H -3.849 2.802 2.192
H -5.094 2.705 3.373
C 0.317 0.121 -0.651
O 0.184 0.169 -2.027
N -0.521 0.484 0.231
N 1.317 -0.526 -0.115
H -1.209 1.218 -0.135
H -0.632 0.146 1.152
H 2.066 -0.789 -0.736
H 1.456 -0.438 0.926
C -1.284 3.137 -1.438
O -0.711 4.131 -0.670
N -2.116 2.259 -1.030
N -0.978 2.936 -2.687
H -2.649 2.422 -0.031
H -2.564 1.528 -1.621
H -0.482 3.668 -3.186
H -1.267 2.057 -3.308
C -3.139 -0.059 -3.036
O -2.116 0.599 -3.755
N -4.297 0.074 -3.530
N -3.032 -0.570 -1.835
H -4.399 0.475 -4.548
H -5.115 0.085 -2.910
H -2.081 -0.571 -1.384
H -3.880 -0.723 -1.292
C 1.677 -3.634 0.722
O 2.051 -3.097 1.946
N 1.969 -4.902 0.490
N 1.032 -3.047 -0.192
H 2.084 -5.563 1.296
H 1.770 -5.347 -0.330
H 1.025 -1.951 -0.025
H 0.962 -3.393 -1.149
C 4.451 -0.121 0.518
O 3.959 0.153 -0.713
N 5.099 -1.199 0.896
N 4.236 0.669 1.526
H 5.266 -1.985 0.238
H 5.491 -1.322 1.868
H 3.767 1.562 1.226
H 4.714 0.723 2.475
C 2.093 3.074 1.235
O 3.531 3.189 0.947
H 1.775 2.124 0.846
H 1.457 3.841 0.780
H 1.862 3.151 2.310
H 3.838 3.884 0.311
C 2.405 -1.804 -3.268
O 2.011 -0.569 -3.641
H 1.726 -2.586 -3.475
H 2.540 -1.714 -2.166
H 3.414 -2.075 -3.603
H 1.167 -0.500 -3.181
C -1.172 -3.299 -2.330
O -0.198 -4.267 -2.684
H -0.857 -2.319 -2.618
H -1.418 -3.282 -1.275
H -2.017 -3.511 -2.961
H -0.612 -4.684 -3.452
C -2.296 -2.551 1.251
O -0.946 -2.812 1.618
H -2.295 -1.611 0.736
H -2.886 -2.496 2.175
H -2.757 -3.241 0.513
H -0.396 -3.157 0.804
C -1.349 2.833 2.766
O -2.093 3.288 1.598
H -1.255 3.522 3.609
H -0.350 2.858 2.533
H -1.591 1.825 3.204
H -1.573 3.849 1.038
C 2.293 2.408 -2.163
O 3.528 2.109 -2.726
H 2.065 1.754 -1.292
H 1.506 2.305 -2.899
H 2.258 3.461 -1.782
H 3.811 1.220 -2.456
*
```

---

[4]
The following is a DFT calculation (ωB97M-V with the def2-TZVPD basis set) of a structure of composition C20H25FN4OS at a distorted geometry.

The LUMO energy is 0.151 eV. The gap between HOMO and LUMO comes out at 7.187 eV. The calculation puts the highest occupied orbital energy at -7.037 eV. As for the total energy: -42686.1152 eV. The value obtained for the energy above the lowest of the compared OMol25 structures with the same formula, charge and spin is 1976.7 kJ/mol.

```
! RIJCOSX wB97M-V def2-TZVPD def2/J DEFGRID3
* xyz 0 1
C 0.495 8.570 -0.288
C 0.872 7.813 -1.594
C -0.364 6.983 -2.131
C -0.665 5.713 -1.250
N 0.496 4.773 -1.064
C 0.238 3.938 0.322
H -0.599 3.352 0.311
H 0.868 3.247 0.408
H -0.028 4.568 1.141
C 1.115 4.145 -1.973
H 1.755 3.511 -1.370
C 0.091 3.048 -2.793
N -0.185 1.996 -2.249
C 0.447 0.980 -1.744
O 1.540 0.735 -2.424
C 0.012 -0.107 -0.812
C 0.656 -1.231 -0.651
C -0.198 -2.037 0.354
C -1.590 -1.233 0.641
N -2.120 -2.081 1.664
N -1.528 -3.287 1.716
C -0.354 -3.280 1.271
C 0.521 -4.291 1.208
C 0.733 -5.190 2.376
C 1.305 -6.256 2.130
C 2.398 -6.344 1.131
C 2.505 -5.601 -0.055
C 1.294 -4.494 0.080
H 1.478 -3.959 -0.748
H 3.080 -5.699 -0.768
H 3.013 -7.225 1.187
H 1.568 -6.919 2.994
F -0.134 -4.952 3.299
C -3.309 -1.861 2.091
H -3.544 -2.678 2.834
H -3.503 -0.800 2.854
H -4.305 -1.768 1.291
S -1.504 0.259 0.124
H 1.419 -1.546 -0.958
H -1.190 2.060 -1.377
H 1.018 2.876 -3.526
H -0.543 3.620 -2.970
H 1.565 4.772 -2.574
H -0.931 6.026 -0.306
H -1.594 5.000 -1.662
H -1.106 7.594 -2.360
H 0.138 6.505 -3.138
H 1.826 7.121 -1.341
H 1.100 8.350 -2.367
H 1.246 9.030 0.095
H 0.098 7.885 0.473
H -0.462 9.157 -0.616
*
```

---

[5]
The following is a DFT calculation (ωB97M-V with the def2-TZVPD basis set) of a structure of composition C31H22ClN10O5Pt at a distorted geometry.

The LUMO energy is -4.094 eV. The gap between HOMO and LUMO comes out at 7.056 eV. The calculation puts the highest occupied orbital energy at -11.150 eV. As for the total energy: -73405.6231 eV. The value obtained for the energy above the lowest of the compared OMol25 structures with the same formula, charge and spin is 0.0 kJ/mol.

```
! RIJCOSX wB97M-V def2-TZVPD def2/J DEFGRID3
* xyz 1 1
Pt 0.101 0.055 0.093
O -3.366 -2.908 3.533
C -4.034 -1.895 3.019
O -5.206 -1.730 3.214
C -3.269 -0.940 2.142
C -3.806 0.191 1.534
Cl -5.412 0.697 1.644
N -2.827 0.833 0.823
N -1.698 0.103 0.946
C -1.929 -0.929 1.744
C -0.742 -1.814 2.013
O -0.817 -2.763 2.764
O 0.342 -1.477 1.376
C -2.807 2.081 0.090
C -1.647 2.476 -0.577
C -1.596 3.665 -1.279
C -2.705 4.495 -1.328
C -3.849 4.118 -0.652
C -3.910 2.926 0.057
H -2.407 -2.930 3.293
H -0.739 1.876 -0.568
H -0.679 3.940 -1.781
H -2.671 5.427 -1.876
H -4.722 4.757 -0.660
H -4.820 2.697 0.575
C 4.746 -1.852 -2.139
N 3.796 -1.050 -1.348
C 2.475 -1.020 -1.427
N 2.012 -0.188 -0.503
C 3.130 0.264 0.138
N 4.225 -0.245 -0.355
C 4.560 -3.329 -1.907
C 5.492 -4.089 -1.217
C 5.274 -5.449 -1.023
C 4.122 -6.053 -1.496
C 3.182 -5.290 -2.184
C 3.417 -3.941 -2.402
C 1.947 -5.885 -2.685
N 1.617 -7.120 -2.803
N 0.332 -7.137 -3.324
C -0.017 -5.909 -3.478
O 0.958 -5.044 -3.095
C -1.281 -5.369 -3.975
C -2.217 -6.231 -4.532
C -3.419 -5.723 -4.997
C -3.688 -4.367 -4.898
C -2.756 -3.503 -4.332
C -3.128 -2.041 -4.201
N -2.093 -1.225 -3.584
C -1.918 -0.946 -2.294
N -0.813 -0.234 -2.140
C -0.346 -0.102 -3.411
N -1.089 -0.699 -4.310
C -1.549 -4.005 -3.877
H 5.728 -1.500 -1.836
H 4.597 -1.599 -3.189
H 1.874 -1.590 -2.113
H 3.108 0.954 0.963
H 6.390 -3.624 -0.828
H 6.006 -6.037 -0.488
H 3.940 -7.107 -1.336
H 2.702 -3.379 -2.991
H -1.995 -7.288 -4.597
H -4.151 -6.386 -5.436
H -4.634 -3.979 -5.259
H -4.021 -1.938 -3.583
H -3.341 -1.593 -5.170
H -2.587 -1.281 -1.516
H 0.544 0.450 -3.667
H -0.806 -3.349 -3.442
*
```